The following is a quantum chemistry calculation of C6H10O4S as an isolated structure, from OMol25.

Its energy above the lowest of the compared OMol25 structures with the same formula, charge and spin is 3.018 eV. As for the HOMO-LUMO gap: 9.45 eV. As for the calculated total energy: -933.65237 a.u.

```
! wB97M-V def2-TZVPD RIJCOSX def2/J DEFGRID3
* xyz 0 1
C -0.856 0.840 0.465
C 0.663 1.147 0.865
C 1.520 1.298 -0.570
C 1.320 -1.091 0.500
C 0.014 -1.570 -0.235
C -0.727 -0.213 -0.704
H -2.235 1.775 -0.725
H -1.250 0.557 1.461
H 0.858 1.950 1.625
H 2.409 2.102 -0.530
H 0.849 1.633 -1.360
H 1.702 -1.925 1.069
H 0.358 -2.140 -1.115
H -1.419 -1.596 1.325
H -0.280 0.132 -1.572
H -2.008 -1.547 -0.488
O -1.469 2.039 -0.096
O 1.015 -0.090 1.473
O -0.914 -2.321 0.451
O -2.003 -0.626 -1.060
S 2.453 -0.352 -0.777
*
```